{
  "formula": "C3H4N2O",
  "method": "ωB97M-V/def2-TZVPD",
  "symbols": ["N", "C", "C", "C", "N", "O", "H", "H", "H", "H"],
  "positions_angstrom": [[-1.444925, 0.939637, -0.152157], [-0.335645, 0.160670, -0.304696], [0.303892, -0.787707, -0.912355], [1.224883, -0.116201, 0.011404], [1.335576, -0.477500, 1.420264], [0.285826, -0.311038, 1.995221], [-1.745770, 1.121462, 0.798023], [-2.220704, 0.764369, -0.782014], [0.362745, -1.476748, -1.728959], [2.234123, 0.183055, -0.344730]],
  "forces_ev_per_a": [[0.33, 0.08, -0.06], [0.78, 0.04, -0.36], [-0.40, -0.22, -0.09], [-0.51, 0.50, -0.02], [-0.57, -0.22, 0.28], [0.66, -0.38, 0.23], [0.34, -0.02, -0.21], [0.34, -0.06, 0.08], [-0.10, -0.37, 0.04], [-0.88, 0.65, 0.11]],
  "energy_ha": -301.2808,
  "smiles": "NC1=C[C@@H]1N=O",
  "e_homo_ev": -8.75,
  "homo_lumo_gap_ev": 9.0,
  "e_above_lowest_kcal_mol": 129.55
}